ORCA calculation (ωB97M-V/def2-TZVPD) on an isolated molecule of C5H6O.

Summary:
HOMO level in eV: -10.361
HOMO-LUMO gap in eV: 10.7
E_tot in Ha: -269.28165
M in g mol⁻¹: 82.102
Energy above the lowest of the compared OMol25 structures with the same formula, charge and spin in kcal/mol: 40.53
SMILES string: CCC#CC=O

Element x y z (Å)
C: -1.978 0.292 -0.135
C: -0.931 -0.817 -0.267
C: 0.438 -0.346 -0.049
C: 1.554 0.081 0.141
C: 2.906 0.542 0.402
O: 3.180 1.667 0.753
H: -1.918 0.766 0.848
H: -1.832 1.063 -0.896
H: -2.981 -0.126 -0.259
H: -0.992 -1.280 -1.258
H: -1.140 -1.616 0.455
H: 3.693 -0.225 0.265

Cartesian forces (eV/Å) of the 3 atoms listed first:
C -0.080 0.087 0.003
C 0.032 -0.104 0.016
C 0.473 0.189 0.049

Want to see where the charge sits? The Mulliken charges in e are: C -1.09; C -0.55; C 0.49; C 0.22; C -0.41; O -0.43; H 0.31; H 0.30; H 0.34; H 0.28; H 0.27; H 0.27